# C9H20N3

A gas-phase ion, C9H20N3 (charge +1) at a distorted geometry (the ωB97M-V functional and the def2-TZVPD basis, OMol25).

Its net charge is +1. For the energy relative to the best compared isomer or geometry (same formula, charge and spin), the calculation gives 159.5 kcal per mole. Its HOMO energy (alpha / beta) is -11.540 / -13.187 eV. The calculation puts the LUMO energy (alpha / beta) at -4.885 / -4.361 eV.

Last column: Mulliken charge in e.
Atoms and positions in Å:
C: 0.40 1.38 -0.28  0.12
C: 1.51 3.19 0.78  -1.00
C: -3.82 -0.96 0.76  -1.24
C: 1.10 -1.70 1.15  -1.45
C: 2.57 -0.42 -0.57  -1.66
C: 0.74 -2.09 -1.30  -1.53
C: 1.33 2.46 -0.59  -0.07
C: -3.30 0.32 0.10  -0.32
C: 1.19 -1.00 -0.31  1.27
N: -1.07 -0.22 -0.08  0.40
N: -1.95 0.73 0.07  -0.94
N: 0.20 0.12 -0.45  0.20
H: 2.29 2.54 1.29  0.26
H: 0.60 3.34 1.40  0.33
H: 2.05 4.17 0.58  0.34
H: -3.27 -1.34 1.62  0.35
H: -3.85 -1.99 0.25  0.35
H: -4.78 -0.77 1.06  0.39
H: 1.37 -2.74 0.97  0.37
H: 1.75 -1.20 1.83  0.42
H: 0.18 -1.50 1.49  0.46
H: 2.72 0.16 -1.58  0.26
H: 2.96 0.17 0.36  0.27
H: 3.26 -1.26 -0.62  0.50
H: -0.25 -2.38 -1.23  0.45
H: 0.71 -1.64 -2.33  0.39
H: 1.49 -2.96 -1.32  0.40
H: 2.24 2.29 -1.16  0.33
H: 0.65 3.17 -1.24  0.30
H: -4.03 1.13 0.48  0.37
H: -3.63 0.19 -0.88  0.32
H: -1.36 -1.18 -0.28  0.35

=====

# C9H20O

3 unconnected molecules or ions with the total composition C9H20O at a distorted geometry (the ωB97M-V functional and the def2-TZVPD basis, OMol25).

For the energy relative to the best compared isomer or geometry (same formula, charge and spin), the calculation gives 82.1 kcal per mole. Its HOMO energy is -6.975 eV. The calculation puts the LUMO energy at 0.765 eV.

Last column: Mulliken charge in e.
Atoms and positions in Å:
C: 0.50 -0.12 0.02  1.90
C: -0.17 0.97 -0.61  -1.00
C: -2.12 0.34 -0.26  0.56
C: 2.30 0.95 -0.17  -0.50
C: 0.67 -1.42 -0.73  -1.81
C: 0.39 -0.28 1.51  -1.87
C: -2.55 -1.10 -0.36  -1.39
C: -2.61 1.03 0.99  -1.39
C: 3.47 0.01 -0.06  -1.14
O: -0.09 1.20 -1.95  -0.54
H: -0.05 0.36 -2.43  0.37
H: -0.18 1.91 -0.07  0.52
H: -2.45 0.88 -1.15  0.28
H: 2.30 1.52 -1.09  0.35
H: 2.23 1.63 0.68  0.36
H: 1.62 -1.88 -0.45  0.48
H: 1.31 -0.70 1.90  0.43
H: 0.68 -1.31 -1.81  0.38
H: -0.10 -2.14 -0.45  0.37
H: 0.21 0.68 2.00  0.35
H: -0.42 -0.97 1.78  0.35
H: -2.23 -1.57 -1.29  0.34
H: -2.18 -1.70 0.49  0.20
H: -3.65 -1.19 -0.32  0.44
H: -2.27 2.07 1.04  0.34
H: -2.28 0.51 1.89  0.25
H: -3.70 1.05 1.02  0.44
H: 3.39 -0.65 0.81  0.27
H: 3.54 -0.63 -0.95  0.28
H: 4.42 0.54 0.02  0.37

=====

# C9H21As2PbS8SbSe4

A molecular structure, C9H21As2PbS8SbSe4 (the ωB97M-V functional and the def2-TZVPD basis, OMol25).

Its net charge is -2. For the energy relative to the best compared isomer or geometry (same formula, charge and spin), the calculation gives 17.5 kcal per mole. Its HOMO energy (alpha / beta) is -1.707 / -1.707 eV. The calculation puts the LUMO energy (alpha / beta) at 1.902 / 1.806 eV.

Last column: Mulliken charge in e.
Atoms and positions in Å:
Pb: -1.45 -1.54 0.92  0.89
S: -4.48 -0.85 4.75  -0.61
As: -2.45 -0.99 4.17  0.37
S: -1.99 0.46 2.52  -0.51
S: -2.03 -2.90 3.10  -0.51
S: -1.09 -0.73 5.80  -0.63
C: 0.81 0.71 -4.52  -0.73
C: 1.34 -0.14 -3.36  -0.62
S: 0.42 -0.19 -1.81  -0.16
C: 0.54 1.49 -1.15  -0.51
C: -0.31 2.60 -1.78  -0.69
S: -2.12 2.46 -1.76  -0.13
C: -2.45 1.18 -3.00  -0.05
C: -1.93 1.51 -4.42  -0.83
S: -0.82 0.27 -5.19  -0.06
H: 1.49 0.59 -5.37  0.42
H: 0.79 1.77 -4.27  0.26
H: 2.38 0.16 -3.14  0.32
H: 1.34 -1.19 -3.66  0.34
H: 1.59 1.78 -1.16  0.44
H: 0.25 1.35 -0.10  0.23
H: 0.00 2.81 -2.80  0.18
H: -0.15 3.51 -1.19  0.38
H: -3.53 1.07 -2.97  0.38
H: -2.01 0.26 -2.64  -0.08
H: -1.42 2.46 -4.46  0.46
H: -2.77 1.55 -5.12  0.32
C: 2.03 -1.99 4.25  -0.77
As: 2.49 -0.39 3.32  0.51
C: 4.36 -0.18 3.70  -1.13
C: 1.67 1.05 4.25  -0.79
S: 2.16 -0.45 1.27  -0.50
H: 2.48 -1.98 5.24  0.34
H: 2.39 -2.84 3.67  0.30
H: 0.94 -2.03 4.35  0.13
H: 4.54 -0.16 4.78  0.37
H: 4.70 0.75 3.25  0.32
H: 4.90 -1.00 3.25  0.33
H: 2.11 1.13 5.25  0.34
H: 0.60 0.83 4.34  0.10
H: 1.82 1.96 3.68  0.31
Se: -4.44 -5.03 -2.56  -0.63
Sb: -3.44 -2.85 -2.31  0.84
Se: -3.99 -1.55 -0.29  -0.43
Se: -4.27 -1.58 -4.29  -0.31
Se: -0.98 -3.18 -2.58  -0.22

=====

# C9H21BCl6IO2P

4 unconnected molecules or ions with the total composition C9H21BCl6IO2P at a distorted geometry (the ωB97M-V functional and the def2-TZVPD basis, OMol25).

The SMILES is OB(O)PCCCI.ClCCCl.ClCCCl.ClCCCl. Its HOMO energy is -8.380 eV. The calculation puts the LUMO energy at 0.297 eV.

Last column: Mulliken charge in e.
Atoms and positions in Å:
O: 2.79 2.25 -1.41  -0.57
B: 2.12 1.15 -0.86  0.70
O: 2.57 0.54 0.29  -0.44
P: 0.54 0.44 -1.77  -0.20
C: -0.80 1.75 -1.47  -0.72
C: -2.01 1.15 -0.72  -0.41
C: -3.25 2.08 -0.75  -0.65
I: -2.81 4.20 -0.62  -0.04
H: 2.14 2.89 -1.69  0.31
H: 2.20 -0.36 0.30  0.11
H: 0.92 0.49 -3.14  0.02
H: -0.33 2.54 -0.87  0.36
H: -1.17 2.16 -2.43  0.41
H: -2.33 0.21 -1.18  0.34
H: -1.73 0.88 0.32  0.21
H: -3.75 1.93 -1.73  0.03
H: -3.95 1.85 0.06  0.50
Cl: -7.13 4.88 -3.63  -0.19
C: -5.44 4.62 -4.14  -0.15
C: -5.25 3.30 -4.85  -0.47
Cl: -5.47 1.91 -3.77  -0.20
H: -4.81 4.68 -3.25  0.04
H: -5.18 5.44 -4.80  0.30
H: -4.24 3.24 -5.25  0.27
H: -5.96 3.20 -5.68  0.38
Cl: 1.61 -2.48 0.54  -0.23
C: 0.74 -2.16 2.06  -0.41
C: 1.21 -3.05 3.19  -0.06
Cl: 0.77 -4.76 2.93  -0.20
H: -0.33 -2.29 1.87  0.36
H: 0.91 -1.12 2.32  0.32
H: 0.74 -2.74 4.12  0.32
H: 2.29 -3.00 3.31  -0.06
Cl: 4.45 -4.51 5.88  -0.18
C: 5.22 -5.10 4.39  -0.52
C: 6.04 -4.03 3.71  -0.42
Cl: 5.01 -2.73 3.04  -0.15
H: 4.44 -5.48 3.73  0.32
H: 5.87 -5.93 4.67  0.35
H: 6.59 -4.46 2.87  0.29
H: 6.75 -3.57 4.39  0.33

=====

# C9H21Cl12N3O6

A molecular structure, C9H21Cl12N3O6 at a distorted geometry (the ωB97M-V functional and the def2-TZVPD basis, OMol25).

For the energy relative to the best compared isomer or geometry (same formula, charge and spin), the calculation gives 898.9 kcal per mole. Its HOMO energy is -6.914 eV. The calculation puts the LUMO energy at -1.413 eV.

Last column: Mulliken charge in e.
Atoms and positions in Å:
C: -1.73 -1.41 3.21  -0.75
N: -1.00 -0.11 3.09  0.76
O: -1.19 0.73 3.91  -0.49
O: -0.18 0.14 2.16  -0.36
H: -2.65 -1.41 3.78  0.33
H: -1.04 -2.09 3.72  0.48
H: -1.75 -1.79 2.19  -0.16
C: 1.54 -0.05 -2.52  -0.63
N: 0.60 0.53 -3.61  1.16
O: -0.50 -0.03 -3.70  -0.61
O: 1.06 1.44 -4.27  -0.64
H: 1.04 0.27 -1.60  -0.84
H: 2.54 0.32 -2.71  0.47
H: 1.43 -1.12 -2.72  0.48
C: 4.40 -1.45 0.41  -0.91
N: 3.48 -0.32 0.77  0.36
O: 2.25 -0.38 0.53  -0.05
O: 4.00 0.57 1.49  -0.46
H: 4.28 -1.85 -0.60  0.28
H: 4.21 -2.24 1.14  0.31
H: 5.41 -1.06 0.41  0.35
C: -0.58 2.66 -0.58  1.56
Cl: -2.16 2.42 0.03  -0.25
Cl: -0.60 4.27 -1.29  -0.27
H: 0.17 2.61 0.21  -0.52
H: -0.47 1.91 -1.36  -0.47
C: -1.11 -2.82 0.79  0.46
Cl: 0.15 -2.32 1.92  -0.05
Cl: -0.65 -4.23 -0.14  -0.14
H: -2.01 -3.12 1.31  0.43
H: -1.45 -2.11 0.03  -0.14
C: -2.40 0.27 -2.42  0.58
Cl: -3.79 0.55 -1.31  -0.22
Cl: -2.97 -0.15 -4.08  -0.23
H: -1.76 1.16 -2.43  0.40
H: -1.88 -0.60 -2.01  0.02
C: 0.34 -0.45 -0.13  3.59
Cl: -0.75 0.61 -1.07  -0.35
Cl: 0.85 -1.85 -1.12  -0.55
H: 1.19 0.17 0.16  0.29
H: -0.28 -0.77 0.71  -3.75
C: 1.88 2.59 0.53  -0.25
Cl: 2.55 2.07 -1.03  -0.17
Cl: 1.14 1.20 1.40  -0.11
H: 2.70 3.02 1.10  0.58
H: 1.18 3.39 0.28  0.55
C: -3.30 0.10 1.08  -0.69
Cl: -2.79 1.68 1.83  -0.18
Cl: -1.82 -0.75 0.54  0.10
H: -3.77 -0.50 1.86  0.50
H: -3.80 0.29 0.13  0.22

=====

# C9H21Cl2NO3P

2 unconnected molecules or ions with the total composition C9H21Cl2NO3P (the ωB97M-V functional and the def2-TZVPD basis, OMol25).

Its net charge is -1. Its HOMO energy is -2.351 eV. The calculation puts the LUMO energy at 2.469 eV.

Last column: Mulliken charge in e.
Atoms and positions in Å:
C: -1.19 0.56 2.77  -0.82
C: -1.47 -0.93 2.60  -0.58
C: -0.80 -1.48 1.35  -0.09
O: 0.57 -1.26 1.44  -0.09
C: 1.26 -1.45 0.17  -0.57
C: 1.06 -0.24 -0.74  -1.28
C: 0.17 -0.46 -1.99  1.21
C: -1.14 0.36 -1.94  -1.18
C: 0.94 -0.06 -3.26  -1.91
P: 2.95 -1.52 0.65  0.70
N: 3.61 -0.26 1.33  -0.85
O: 3.74 -2.02 -0.65  -0.51
O: 3.05 -2.77 1.68  -0.59
H: -1.41 1.10 1.85  0.06
H: -0.13 0.73 2.97  0.24
H: -1.75 1.00 3.59  0.38
H: -1.06 -1.46 3.46  0.27
H: -2.55 -1.11 2.55  0.37
H: -1.24 -0.97 0.48  0.00
H: -1.01 -2.55 1.23  0.33
H: 0.59 0.54 -0.13  0.15
H: 2.02 0.19 -1.05  0.57
H: -0.06 -1.52 -2.08  0.26
H: -2.03 -0.28 -1.98  0.25
H: -1.23 1.05 -2.78  0.44
H: -1.21 0.95 -1.03  0.08
H: 1.32 0.96 -3.15  0.43
H: 1.80 -0.72 -3.41  0.38
H: 0.31 -0.10 -4.15  0.47
H: 4.44 0.06 0.85  0.19
H: 3.09 -2.23 -1.33  0.37
H: 2.82 -2.39 2.52  0.34
C: -3.19 3.72 -0.28  -0.31
Cl: -1.43 3.89 -0.17  -0.14
Cl: -3.68 2.62 -1.57  -0.14
H: -3.55 3.32 0.66  0.25
H: -3.61 4.70 -0.48  0.32